No. 1
{"formula": "C4H6N2O", "method": "the ωB97M-V functional and the def2-TZVPD basis", "symbols": ["N", "C", "H", "C", "H", "C", "H", "O", "N", "H", "H", "H", "C"], "coordinates": [[0.55514, -0.15969, 1.22746], [0.85685, -0.32285, -0.11872], [1.36423, 0.36865, 1.89532], [-0.48291, -0.71101, -0.67764], [1.56251, -0.88756, -0.48387], [0.43020, 1.04492, -0.77316], [-0.69272, -1.79839, -1.01200], [-0.66649, 0.59165, -1.55019], [-0.62489, -0.09475, 1.62873], [-2.44200, -0.77274, 0.78436], [1.33949, 1.58846, -1.42661], [0.08484, 1.86763, -0.10927], [-1.28424, -0.71432, 0.61560]], "atomic_forces_ev_per_a": [[10.45, 2.57, 5.88], [-6.03, 4.87, -0.78], [-3.13, -1.86, -2.52], [-3.14, -2.09, 0.34], [4.56, -2.43, -1.16], [3.80, 2.83, -2.28], [0.60, 2.15, -1.23], [0.55, -3.55, 1.37], [-4.58, -3.12, -2.30], [2.45, -0.11, -0.84], [-2.30, -1.38, 1.21], [0.41, -0.92, 0.24], [-3.63, 3.03, 2.08]], "nbo_charge": [-0.362, -0.164, 0.371, 0.022, 0.223, -0.052, 0.224, -0.525, -0.128, 0.213, 0.160, 0.191, -0.173], "lumo_energy_ha": 0.0270, "fmax_ev_per_a": 12.3, "de_lowest_kcal_mol": 146.3, "orbital_gap_ev": 8.6636, "homo_ev": -7.9}


No. 2
{"formula": "C5H13N2", "method": "the ωB97M-V functional and the def2-TZVPD basis", "symbols": ["H", "H", "C", "H", "H", "H", "H", "H", "C", "H", "C", "H", "H", "H", "H", "H", "C", "C", "N", "N"], "coordinates": [[-0.31884, 1.98723, 0.65684], [1.97003, -0.98236, 0.37364], [-0.72647, 1.00188, 0.86163], [-2.41713, 0.20735, 1.73939], [1.44494, -1.53426, -1.81059], [0.01626, -2.31583, 1.00349], [-1.53694, -1.55397, 1.13870], [-0.46441, -1.64475, 2.43119], [0.86951, -0.68676, -1.43728], [1.93838, 0.65088, -0.05739], [-0.46788, -1.39969, 1.35550], [-2.56462, 1.85246, 1.30670], [0.62088, 1.27811, -1.98725], [1.94531, 0.56187, -2.71605], [0.31572, 0.31717, -3.18891], [-0.14166, -1.08276, -1.37194], [0.06453, -0.09686, 0.85757], [1.28334, -0.22863, -0.01006], [-1.98430, 1.03765, 1.37884], [0.98635, 0.42490, -2.43354]], "atomic_forces_ev_per_a": [[-0.01, -0.06, -0.55], [-0.16, -0.15, 0.16], [0.70, -0.14, 0.74], [-0.02, 0.02, -0.03], [0.35, 0.29, -0.11], [0.23, 0.36, -0.62], [0.15, 0.13, -0.34], [0.35, 0.98, 0.08], [0.44, -1.09, 0.84], [-0.35, 0.26, -0.08], [-1.07, -1.48, 0.68], [0.16, 0.03, 0.06], [0.51, 0.02, 0.18], [0.25, 0.14, -0.44], [0.48, -0.40, -0.73], [-0.23, 0.54, -0.39], [-0.30, 0.01, -0.34], [0.58, 0.06, -0.23], [-0.30, 0.02, 0.13], [-1.74, 0.46, 0.99]], "nbo_charge": [0.198, 0.244, 0.016, 0.398, 0.228, 0.225, 0.211, 0.249, -0.238, 0.220, -0.681, 0.405, 0.440, 0.449, 0.448, 0.243, -0.148, -0.437, -0.802, -0.667], "total_charge": 1, "lumo_energy_ha": -0.1328, "fmax_ev_per_a": 2.1, "de_lowest_kcal_mol": 48.7, "orbital_gap_ev": 7.6006, "homo_ev": -11.2, "smiles": "C/C(=C\\N)CC[NH3+]"}


No. 3
{"formula": "C12H13IN2O4Pt", "method": "the ωB97M-V functional and the def2-TZVPD basis", "symbols": ["I", "C", "C", "H", "C", "O", "O", "H", "H", "C", "C", "H", "O", "H", "H", "H", "H", "H", "N", "H", "O", "C", "N", "Pt", "H", "C", "H", "C", "C", "C", "C", "C", "H"], "coordinates": [[0.28714, -5.71578, -0.32944], [2.59941, 0.23040, -0.66790], [2.78616, -2.18463, -0.08720], [1.06440, 2.50770, 2.81406], [-4.66203, 0.18907, -1.09674], [3.72857, 0.42949, -0.28205], [1.79542, 1.17542, -1.08820], [-4.98341, -0.66139, -1.69488], [-0.92120, 3.39518, 2.12481], [2.02662, -1.17442, -0.65559], [0.81012, 2.11838, 1.82443], [-1.28716, 1.81866, 1.41886], [-0.76510, 4.55045, 0.00200], [0.00796, -0.91498, -1.78943], [1.77259, 0.31303, 1.99076], [2.91359, -4.25716, 0.45299], [-4.97978, 0.04897, -0.06504], [3.76665, -1.92221, 0.28744], [0.83513, 0.64710, 1.79147], [-5.10829, 1.09990, -1.49169], [-0.51669, 2.64255, -1.05546], [-0.61344, 3.35001, 0.05893], [-2.08013, 0.42159, -1.19158], [-0.11384, 0.72160, -1.14853], [-0.73387, -3.01394, -1.41761], [2.30474, -3.48220, 0.00835], [1.57437, 2.47859, 1.13488], [0.25135, -2.78212, -1.03723], [0.75832, -1.49281, -1.13717], [-0.57649, 2.64966, 1.41220], [1.03547, -3.77384, -0.46663], [-3.21433, 0.30484, -1.14487], [0.23773, 0.28291, 2.52609]], "atomic_forces_ev_per_a": [[0.01, 0.01, 0.00], [-0.13, 0.08, 0.02], [-0.02, -0.06, 0.01], [-0.02, 0.06, 0.00], [0.00, -0.01, 0.02], [0.00, -0.03, -0.04], [0.23, -0.23, -0.01], [0.00, 0.00, 0.00], [-0.02, -0.01, 0.02], [-0.01, 0.09, -0.20], [0.01, -0.10, -0.06], [-0.01, -0.02, -0.03], [0.02, -0.12, -0.05], [0.50, 0.22, -0.39], [0.01, 0.02, -0.01], [0.00, 0.00, 0.00], [-0.01, 0.00, -0.01], [0.00, 0.00, 0.00], [0.02, 0.08, 0.10], [0.01, 0.01, 0.00], [0.12, -0.01, -0.04], [-0.13, 0.15, 0.12], [-0.04, -0.15, 0.15], [-0.46, -0.03, 0.11], [-0.01, 0.01, 0.01], [0.00, 0.05, -0.01], [-0.01, -0.03, -0.02], [0.03, -0.04, 0.09], [-0.20, -0.01, 0.36], [0.08, 0.00, -0.02], [-0.02, -0.02, -0.02], [0.03, 0.10, -0.08], [0.01, -0.03, -0.01]], "nbo_charge": [0.164, 0.768, -0.150, 0.176, -0.723, -0.605, -0.696, 0.268, 0.236, -0.162, -0.223, 0.206, -0.606, 0.187, 0.368, 0.232, 0.270, 0.253, -0.857, 0.276, -0.691, 0.783, -0.379, 0.962, 0.227, -0.229, 0.221, -0.261, -0.135, -0.535, -0.146, 0.450, 0.353], "lumo_energy_ha": -0.0092, "fmax_ev_per_a": 0.7, "de_lowest_kcal_mol": 36.5, "orbital_gap_ev": 8.6820, "homo_ev": -8.9}